# 1
Below is a 2-piece molecular cluster, CN2O3 overall, with properties calculated with ωB97M-V/def2-TZVPD.

```
6
Properties=species:S:1:pos:R:3:forces:R:3:nbo_charge:R:1
C -1.71949 0.99773 -3.27011 -0.55 -0.58 -1.74 1.027
N 2.70205 -0.96451 2.58449 2.44 -0.07 -1.87 -0.089
N 1.87376 -0.94102 3.30015 -0.64 0.02 0.23 0.436
O 0.97039 -0.91484 4.02215 -1.79 0.05 1.64 -0.346
O -2.86667 1.00647 -3.68598 5.03 0.14 2.29 -0.519
O -0.54763 0.92848 -3.00365 -4.47 0.44 -0.55 -0.508
```
Forces are in eV/Å.

The calculation puts the LUMO energy at 0.354 eV. The value obtained for the gap between HOMO and LUMO is 12.49 eV. The structure (SMILES) is N#[N+][O-].O=C=O. The molar mass comes out at 88.0 g/mol.


# 2
Below is C36H23BiClF5O6PS as an isolated structure, with properties calculated with ωB97M-V/def2-TZVPD.

```
74
Properties=species:S:1:pos:R:3:forces:R:3:mulliken_charge:R:1
Bi -0.80273 -1.22908 -0.68383 -0.21 2.17 -1.39 1.641
C 1.72989 5.39224 -1.89742 -0.78 -0.15 0.73 -0.537
C 1.79521 4.29662 -2.76938 0.09 0.28 1.18 -0.611
C 1.75464 3.02211 -2.24772 -0.76 -0.19 1.74 -0.551
C 1.43309 2.79398 -0.87947 0.24 0.54 -0.06 0.486
C 1.20407 3.90440 -0.05916 -0.70 0.39 0.29 -0.232
C 1.33623 5.20806 -0.54658 0.68 -0.75 -1.59 -0.598
P 1.16192 1.06051 -0.30114 -0.43 -0.46 -0.29 0.738
C 1.51934 1.02403 1.50186 0.30 -0.38 -0.62 0.587
C 2.67525 0.48831 2.07894 -0.14 0.87 0.57 -0.349
C 2.94956 0.75340 3.42329 -0.90 -0.74 -0.37 -0.901
C 1.97234 1.31188 4.23183 0.12 0.30 -0.11 -0.553
C 0.77868 1.70990 3.65760 -0.62 -0.02 0.43 -0.823
C 0.51547 1.52770 2.31880 0.35 0.09 -0.40 -0.588
C 2.57945 0.24417 -1.07929 -0.28 -1.05 0.15 -0.027
C 3.80882 0.76139 -0.84906 0.89 -0.56 0.08 0.049
C 4.98609 0.02684 -1.21025 -0.52 0.84 -0.56 -1.044
C 4.89441 -1.08722 -1.98736 -1.40 -0.21 0.02 -0.816
C 3.57645 -1.60310 -2.36684 1.86 0.49 0.19 0.759
C 3.50303 -2.69470 -3.28323 -1.00 0.41 1.05 -0.915
C 2.24931 -3.25290 -3.39691 0.93 -0.50 -1.74 -0.677
C 1.12189 -2.73589 -2.76393 -0.84 -0.79 -0.04 -0.417
C 1.16597 -1.65882 -1.94127 -0.34 0.61 0.52 0.003
C 2.41123 -1.01233 -1.77797 0.86 0.07 -0.21 -0.134
H 1.91615 6.39114 -2.27143 -0.30 0.05 -0.07 0.356
H 1.78185 4.41412 -3.83015 0.58 0.24 -0.53 0.428
H 1.91361 2.16663 -2.85169 -0.07 -0.61 -0.73 0.439
H 0.81211 3.83693 0.96886 0.37 -0.42 -0.55 0.279
H 1.05895 6.04350 0.07576 0.31 0.17 0.11 0.415
H 3.33058 -0.14777 1.51894 0.45 0.18 -0.40 0.604
H 3.85694 0.41312 3.86242 0.61 -0.34 0.23 0.420
H 2.11438 1.37703 5.30523 0.09 0.25 -0.11 0.379
H -0.00259 2.15290 4.24586 -0.21 -0.02 0.44 0.432
H -0.46277 1.71483 1.88680 0.04 0.33 0.10 0.525
H 3.84986 1.68272 -0.28202 0.41 0.10 -0.11 0.603
H 5.94754 0.46283 -1.01179 0.33 -0.01 0.34 0.432
H 5.79553 -1.63398 -2.26120 -0.23 0.11 -0.21 0.366
H 4.38999 -3.02237 -3.84172 -0.48 -0.01 0.43 0.384
H 2.10239 -4.06445 -4.10891 0.04 -0.02 0.17 0.379
H 0.16264 -3.24034 -2.96148 0.43 0.12 0.18 0.327
F -6.55452 3.20977 -1.28816 0.40 0.13 0.03 -0.333
C -5.36796 2.73429 -1.74086 -0.62 -0.02 -0.19 0.420
C -4.22833 2.77712 -0.94753 0.45 -0.70 -0.57 -0.145
F -4.21713 3.44579 0.20996 -0.15 -0.06 0.14 -0.307
C -3.10084 2.09089 -1.39696 -1.28 0.82 -0.45 -0.454
F -1.97083 2.20307 -0.70215 0.11 -0.11 0.54 -0.006
C -3.07058 1.46442 -2.65225 0.90 -0.61 0.51 0.913
S -1.63245 0.55945 -3.01557 0.52 0.06 -0.84 -0.449
C -4.15773 1.60896 -3.51357 -0.33 1.27 -0.07 0.085
F -3.97265 1.46759 -4.86546 -0.59 -0.52 1.25 -0.304
C -5.33777 2.20345 -3.02595 1.00 -0.34 -0.39 0.269
F -6.42564 2.30978 -3.80811 0.08 0.02 0.10 -0.313
C 1.13178 -3.50780 2.63799 0.44 -0.37 -0.35 -1.600
C 0.10029 -2.63110 2.05162 -1.84 0.13 -0.30 1.157
O 0.45771 -2.05579 0.99604 0.33 0.00 0.76 -0.501
C -1.22539 -2.50654 2.66602 -0.67 0.05 -0.09 0.779
C -1.67455 -3.44232 3.64360 0.48 0.91 0.20 -1.192
C -2.90596 -3.33052 4.25485 0.87 -2.01 0.72 -0.691
C -3.80742 -2.32832 3.95003 0.66 1.08 -0.97 -0.439
C -3.43394 -1.40141 2.98574 -1.48 -0.96 0.67 -0.710
C -2.24163 -1.53182 2.26030 1.27 0.93 -2.06 0.604
O -2.13301 -0.76344 1.19499 0.29 -0.83 2.09 -0.492
H 1.93013 -2.84097 2.93030 0.42 0.00 0.33 0.250
H 1.51341 -4.17819 1.87180 0.11 0.19 -0.32 0.294
H 0.80763 -4.14765 3.42454 -0.15 -0.04 0.82 0.498
H -0.99721 -4.21406 4.00477 -0.30 0.05 -0.22 0.148
H -3.12972 -4.14936 4.95468 -0.22 0.62 -0.16 0.315
H -4.76661 -2.28328 4.43566 -0.22 0.05 0.03 0.442
H -4.18353 -0.72661 2.57616 0.37 0.17 0.20 0.360
O -1.61396 -3.37390 -0.36311 -0.97 -0.33 -1.37 -0.745
Cl -2.93551 -3.37762 -1.20696 1.47 -1.72 3.57 1.774
O -2.88338 -4.58839 -1.97198 -0.65 0.89 0.06 -0.631
O -3.95853 -3.31434 -0.20126 -0.16 -0.55 -1.13 -0.596
O -2.90095 -2.17950 -1.96413 -0.30 0.46 -1.38 -0.653
```
Forces are in eV/Å.

The calculation puts the LUMO energy at 2.031 eV. The value obtained for the gap between HOMO and LUMO is 6.36 eV. The net charge is -1. The molar mass comes out at 954.0 g/mol.


# 3
Below is one molecule with the formula C4H9NO3, with properties calculated with ωB97M-V/def2-TZVPD.

```
17
Properties=species:S:1:pos:R:3:forces:R:3:nbo_charge:R:1
C -1.89635 -0.34994 0.57793 0.38 -0.03 -0.26 -0.634
H -1.82005 -0.54991 1.64290 -0.04 -0.04 0.15 0.214
H -2.69791 -0.96069 0.16737 -0.09 -0.04 0.00 0.212
H -2.15436 0.69671 0.42733 -0.05 0.10 0.00 0.205
C -0.57517 -0.67827 -0.11781 -0.06 -0.05 0.66 0.085
H -0.31870 -1.73336 0.05107 0.01 0.20 -0.03 0.197
O -0.64439 -0.40301 -1.50646 0.05 0.05 -0.22 -0.740
H -1.23799 -1.03530 -1.92115 0.04 0.01 -0.02 0.482
C 0.59517 0.16921 0.42411 0.02 -0.46 -0.31 -0.185
N 0.61006 1.54413 -0.05354 -0.38 0.20 -0.02 -0.861
H -0.02379 2.12727 0.47972 0.10 0.02 -0.05 0.377
H 0.29027 1.54189 -1.01974 -0.08 0.09 0.08 0.390
H 0.56822 0.15709 1.51903 0.00 0.00 -0.13 0.223
C 1.93090 -0.49324 0.01672 -0.53 0.20 0.25 0.783
O 2.12296 -1.67270 0.10226 0.12 -0.14 -0.01 -0.588
O 2.83778 0.37516 -0.40044 0.52 0.15 -0.23 -0.672
H 2.41337 1.26496 -0.38929 -0.02 -0.27 0.14 0.511
```
Forces are in eV/Å.

The calculation puts the LUMO energy at 0.595 eV. The value obtained for the gap between HOMO and LUMO is 10.45 eV. The structure (SMILES) is C[C@@H](O)[C@H](N)C(=O)O. The molar mass comes out at 119.1 g/mol.


# 4
Below is C26H37NO7P2PdSSi as an isolated structure, with properties calculated with ωB97M-V/def2-TZVPD.

```
76
Properties=species:S:1:pos:R:3:forces:R:3:mulliken_charge:R:1
Pd -0.27415 0.04959 -0.64403 0.35 0.10 0.27 0.312
N -1.29750 0.09921 -4.84951 0.08 -0.02 0.02 -0.140
C -1.98898 0.73082 -3.64495 -0.21 0.18 -0.07 0.832
C -3.25501 1.44238 -4.10935 -0.03 -0.02 0.13 -1.915
P -2.48220 -0.71784 -2.53678 0.39 -0.09 -0.05 0.467
O -1.31950 -1.79377 -2.93706 -0.05 0.19 0.06 -0.759
O -3.75718 -1.23679 -3.04777 -0.08 0.01 -0.06 -0.844
O -2.32297 -0.28981 -1.09208 -0.08 -0.02 -0.04 -0.672
P -0.69236 1.90435 -2.98548 -0.10 -0.21 0.18 0.688
O -0.78024 3.16162 -3.99801 -0.06 0.05 -0.06 -0.649
O 0.56997 1.15089 -3.31489 -0.04 -0.03 0.10 -0.779
O -1.02003 2.34047 -1.60261 0.09 -0.02 -0.16 -0.616
H -1.50462 -0.90085 -4.90245 0.02 0.02 -0.02 0.373
H -0.27771 0.23572 -4.64579 -0.11 -0.10 -0.02 0.258
H -1.55639 0.56472 -5.71663 0.03 0.03 0.01 0.359
H -3.97730 0.72789 -4.50248 0.01 0.01 -0.02 0.462
H -3.02299 2.21458 -4.84502 0.00 0.00 -0.02 0.510
H -3.72006 1.92662 -3.24919 0.02 0.00 -0.01 0.389
H -0.42561 -1.67482 -2.55899 -0.02 -0.04 -0.02 0.335
H -1.21422 3.90561 -3.56190 0.02 -0.02 -0.02 0.355
C 3.66666 0.09899 -3.75178 0.00 -0.06 0.00 -1.196
C 4.09096 0.11560 -2.28728 -0.03 0.06 0.01 -0.392
C 2.98398 0.57700 -1.33662 0.03 -0.03 0.02 -0.793
S 1.81100 -0.71985 -0.89022 -0.10 0.16 -0.21 0.915
O 1.57554 -1.57420 -2.09010 -0.02 -0.13 0.04 -0.817
C 2.82611 -1.68186 0.25038 -0.02 -0.02 0.03 0.089
C 2.38905 -3.14162 0.29932 0.04 0.05 -0.04 -0.947
C 0.98874 -3.36042 0.84737 -0.05 -0.05 0.01 -0.442
H 4.52419 -0.12858 -4.38643 -0.01 0.01 -0.02 0.492
H 3.25501 1.06263 -4.04806 0.01 0.05 0.00 0.231
H 2.89515 -0.64960 -3.91954 0.01 0.01 0.00 0.205
H 4.92955 0.80460 -2.15392 -0.02 0.00 0.00 0.485
H 4.46454 -0.86948 -1.99902 0.00 -0.03 0.01 0.175
H 2.37727 1.36303 -1.78961 0.00 -0.07 0.03 0.441
H 3.37766 0.92460 -0.37972 -0.01 0.05 0.06 0.328
H 2.77038 -1.18621 1.21946 -0.02 0.02 0.03 -0.448
H 3.84394 -1.59739 -0.13012 0.02 0.00 0.01 0.653
H 3.12027 -3.67140 0.91500 0.01 0.03 0.00 0.425
H 2.46580 -3.55248 -0.70830 -0.01 -0.02 0.00 0.326
H 0.86585 -2.91126 1.83319 0.01 0.00 0.02 0.032
H 0.77844 -4.42638 0.93810 -0.02 0.00 0.00 0.448
H 0.22890 -2.93185 0.19381 0.01 0.01 -0.02 0.014
C -3.21789 -3.15306 3.46262 0.02 0.02 0.02 -0.509
C -2.99886 -3.14464 2.09355 0.00 -0.01 -0.02 -0.811
C -2.19657 -2.16665 1.52090 -0.02 -0.03 -0.02 -0.338
C -1.59976 -1.18392 2.30912 0.01 0.00 -0.10 0.512
C -1.84529 -1.19492 3.68598 0.00 0.01 0.02 -0.130
C -2.64244 -2.17280 4.26102 -0.01 -0.01 0.00 -0.752
Si -0.55932 0.20883 1.61795 -0.11 -0.07 0.02 1.535
C -1.46213 1.82804 1.81582 0.04 0.03 -0.04 0.795
C -2.63854 2.05682 1.09701 -0.08 0.06 -0.01 -0.525
C -3.37048 3.21686 1.29481 0.03 0.01 0.02 -0.825
C -2.94062 4.16687 2.21199 0.02 -0.01 0.00 -0.490
C -1.77318 3.95560 2.93104 -0.01 0.01 -0.01 -0.734
C -1.03845 2.79530 2.73085 -0.03 -0.01 -0.01 -0.361
C 1.08686 0.29382 2.51478 -0.01 -0.05 0.02 0.547
C 1.48536 -0.66917 3.44477 0.00 -0.02 -0.03 -0.422
C 2.74750 -0.62980 4.02222 0.06 0.04 -0.01 -0.665
C 3.63881 0.37763 3.67636 -0.04 -0.02 0.03 -0.694
C 3.25452 1.35688 2.76878 -0.02 0.01 -0.01 -0.715
C 1.98903 1.31458 2.20139 0.04 0.03 -0.08 -0.399
H -3.84450 -3.91524 3.90805 0.00 0.00 0.00 0.384
H -3.46038 -3.89597 1.46545 0.00 0.00 0.00 0.426
H -2.05719 -2.15091 0.44654 0.00 0.00 0.04 0.163
H -1.41582 -0.42566 4.32160 -0.01 -0.01 -0.01 0.445
H -2.82084 -2.16530 5.32881 0.00 0.00 0.00 0.411
H -2.97631 1.33351 0.36545 0.01 -0.02 0.02 0.174
H -4.27797 3.38257 0.72848 -0.01 0.00 0.00 0.422
H -3.51350 5.07294 2.36452 -0.01 0.00 0.00 0.383
H -1.43376 4.69142 3.64918 0.00 0.01 0.00 0.406
H -0.13298 2.64258 3.30487 0.03 -0.01 0.02 0.340
H 0.80590 -1.46947 3.71355 0.01 0.01 0.00 0.327
H 3.03712 -1.38723 4.73953 0.00 0.00 0.00 0.455
H 4.62449 0.40872 4.12257 0.01 -0.01 0.00 0.397
H 3.93975 2.15407 2.50792 0.00 0.00 0.00 0.463
H 1.69750 2.08328 1.49155 0.01 0.00 -0.01 0.594
```
Forces are in eV/Å.

The calculation puts the LUMO energy at -0.376 eV. The value obtained for the gap between HOMO and LUMO is 8.09 eV. The molar mass comes out at 704.1 g/mol.


# 5
Below is C7H9NO4S as an isolated structure, with properties calculated with ωB97M-V/def2-TZVPD.

```
22
Properties=species:S:1:pos:R:3:forces:R:3:nbo_charge:R:1
C 3.30756 1.27462 0.18394 -0.77 -0.77 0.50 -0.263
C 3.05869 -0.13881 -0.01889 1.26 0.56 0.27 -0.190
C 2.23432 2.18112 0.04120 1.21 -1.90 -1.64 -0.175
C 1.81040 -0.58122 -0.31867 -1.10 1.62 -0.46 -0.291
C 0.99695 1.72341 -0.49966 1.46 0.78 2.46 -0.328
C 0.73998 0.35701 -0.50228 1.03 -0.01 -0.96 0.323
C -2.65853 -2.13211 -0.08272 1.89 -2.43 0.40 0.561
N -1.83213 -1.92552 0.96492 2.01 0.75 0.11 -0.800
O -2.78836 1.02801 -0.62461 0.31 0.27 -0.76 -0.928
O -3.73406 -1.60758 -0.29098 -0.87 1.25 -0.09 -0.638
O -3.19577 0.33073 1.63060 0.29 0.07 1.48 -0.910
O -0.39776 -0.18979 -0.92162 -3.21 0.89 -0.33 -0.724
S -3.73830 0.55061 0.33803 -1.29 0.40 -0.62 1.779
H 4.27500 1.64066 0.52919 -0.18 -0.22 -0.25 0.214
H 3.78918 -1.00057 -0.02010 -0.17 1.70 0.31 0.217
H 2.43503 3.25215 0.04439 -0.12 -0.25 0.39 0.211
H 1.69806 -1.60355 -0.61656 -0.51 -0.43 0.15 0.213
H 0.36366 2.59363 -0.54942 -1.21 -0.63 -0.69 0.226
H -2.37222 -2.97557 -0.72876 0.17 0.11 0.00 0.134
H -0.78718 -2.22603 0.99433 -2.89 0.45 -0.70 0.424
H -1.24690 0.43769 -0.92928 2.57 -1.34 0.16 0.520
H -1.95759 -0.98889 1.37697 0.12 -0.88 0.28 0.422
```
Forces are in eV/Å.

The calculation puts the LUMO energy at -0.380 eV. The value obtained for the gap between HOMO and LUMO is 7.88 eV. The molar mass comes out at 203.2 g/mol.


# 6
Below is a 2-piece molecular cluster, C4H12NO2 overall, with properties calculated with ωB97M-V/def2-TZVPD.

```
19
Properties=species:S:1:pos:R:3:forces:R:3:nbo_charge:R:1
C -1.28475 1.21956 0.86865 -1.53 0.66 -0.42 -0.775
C -1.08904 -1.88249 -0.24156 -0.51 -1.63 -2.44 -0.459
C 2.67583 1.05123 -0.58798 -0.82 1.63 -2.62 -0.051
C -0.36607 0.63766 -0.18634 -0.83 -2.45 1.31 0.536
N -0.03272 -0.89080 0.18278 0.37 -0.33 2.85 -0.613
O 2.52570 0.10562 0.25903 -1.02 -4.09 2.64 -0.706
O -0.81460 0.47324 -1.42157 1.31 0.52 -0.66 -0.677
H -2.25108 0.68694 0.87414 -0.01 -0.31 -0.62 0.231
H -1.10683 1.14215 1.94425 1.21 0.28 -0.32 0.266
H -1.62551 2.25384 0.61424 0.81 -0.64 0.23 0.277
H -1.27144 -2.80171 0.40499 0.87 1.55 -0.25 0.257
H -2.05154 -1.32922 -0.29142 0.68 -0.58 -0.20 0.221
H -0.79157 -2.34880 -1.31143 -0.86 1.47 2.45 0.254
H 1.87011 1.15488 -1.29447 0.09 0.02 -0.26 0.153
H 3.27695 1.83300 -0.31266 1.43 1.99 0.27 0.155
H -0.04271 -0.92535 1.27269 0.79 0.05 -2.43 0.441
H 0.90919 -1.17075 -0.20057 -0.95 0.62 0.88 0.475
H 3.16393 0.01602 0.96437 0.53 0.35 0.01 0.511
H -1.69386 0.77499 -1.53715 -1.54 0.87 -0.41 0.503
```
Forces are in eV/Å.

The calculation puts the LUMO energy (spin up / spin down) at -4.660 / -3.125 eV. The value obtained for the gap between HOMO and LUMO (spin up / spin down) is 5.98 / 10.19 eV. The net charge is +1. The molar mass comes out at 106.1 g/mol.


| no. | maximum force (eV Å⁻¹) |
| --- | --- |
| 1 | 5.53 |
| 2 | 4.23 |
| 3 | 0.66 |
| 4 | 0.46 |
| 5 | 3.35 |
| 6 | 4.97 |